a) Molecular formula: C2H5ClOS
Method: DFT, ωB97M-V/def2-TZVPD

Geometry (Å):
C 1.5872 -0.7544 -0.1297
C -1.0307 0.1905 0.1696
O -1.1930 1.8720 -0.0478
S 0.1125 -0.4362 -1.0942
Cl -2.6129 -0.5055 0.2362
H 1.4484 -1.7311 0.3623
H 1.7571 -0.0378 0.6165
H 2.4777 -0.8554 -0.7359
H -0.5553 0.2907 1.0693
H -1.9909 1.9671 -0.4462

As for the total charge: 0. As for the lowest unoccupied orbital energy: 0.824 eV. The SMILES is CS[C@@H](O)Cl.

Atomic partial charges in e from the Löwdin method, atoms 1 to 6:
1 C -0.411
2 C -0.945
3 O -0.165
4 S 0.817
5 Cl 0.629
6 H 0.043

---

b) Molecular formula: C2H5ClOS
Method: DFT, ωB97M-V/def2-TZVPD

Geometry (Å):
C -1.1371 1.1585 0.0057
C 1.2040 0.0746 0.5224
O 0.1661 -2.0089 -0.6324
S 0.6022 1.3734 -0.4069
Cl 2.8627 -0.2057 0.2208
H -1.5108 1.7973 -0.7157
H -1.5778 1.6075 0.9322
H -1.4319 0.0760 0.1237
H -0.2342 -1.8221 0.2559
H 1.0567 -2.0507 -0.3056

As for the total charge: 0. As for the lowest unoccupied orbital energy: -0.318 eV.

Atomic partial charges in e from the Löwdin method, atoms 1 to 6:
1 C -0.399
2 C -0.929
3 O -0.105
4 S 0.800
5 Cl 0.520
6 H -0.018

---

Energetically preferred structure: a) | next structure: +1.429 eV

---

a) Molecular formula: H13O6
Method: DFT, ωB97M-V/def2-TZVPD

Geometry (Å):
O 1.7451 0.4047 -1.7445
H 2.5822 0.8694 -1.5837
H 1.7814 0.5131 -2.7082
O 1.1756 -2.9628 -0.7719
H 1.9350 -3.5456 -0.6501
H 0.8136 -3.1610 -1.6476
O 0.5091 -1.6525 1.4459
H 0.7317 -2.1739 0.6270
H -0.3011 -1.9167 1.8975
O -0.5147 2.9920 2.1656
H -0.1949 3.7922 2.5966
H -1.3052 2.6551 2.5913
O -3.3399 0.4816 -1.9880
H -3.6956 -0.0976 -2.6704
H -4.0641 1.0711 -1.7346
O 0.4545 0.7681 1.0911
H 0.2904 1.6424 1.5214
H 0.7955 0.9122 0.1997
H 0.6015 -0.5916 1.3630

As for the total charge: +1. As for the lowest unoccupied orbital energy: -2.877 eV.

Atomic partial charges in e from the Löwdin method, atoms 1 to 6:
1 O -0.056
2 H 0.057
3 H 0.060
4 O -0.017
5 H 0.085
6 H 0.091

---

b) Molecular formula: H13O6
Method: DFT, ωB97M-V/def2-TZVPD

Geometry (Å):
O 0.3955 -0.5918 0.0762
H 0.9024 0.0780 0.5411
H -0.3087 -0.8908 0.6560
H 0.0383 -0.1992 -0.7237
O 2.2290 0.5259 -1.0464
H 2.1566 0.9424 -1.9052
H 2.5336 1.2237 -0.4662
O -1.7909 -1.6463 -0.6194
H -2.2606 -0.8748 -0.9363
H -1.8601 -1.5946 0.3339
O 0.9836 1.1764 1.0226
H 1.6306 1.5950 1.5904
H 0.5318 1.9045 0.5960
O -0.4145 0.6631 -1.1850
H -0.7844 1.5445 -1.2365
H -0.3429 0.3793 -2.0964
O -0.9715 -1.1954 1.5820
H -1.7140 -0.8960 2.1067
H -0.9539 -2.1438 1.7103

As for the total charge: +1. As for the lowest unoccupied orbital energy: -3.788 eV.

Atomic partial charges in e from the Löwdin method, atoms 1 to 6:
1 O 0.113
2 H -0.101
3 H -0.131
4 H -0.187
5 O -0.011
6 H 0.064

---

Energetically preferred structure: a) | next structure: +6.096 eV

---

a) Molecular formula: C4H11OP
Method: DFT, ωB97M-V/def2-TZVPD

Geometry (Å):
C 1.9377 -0.6799 0.2985
C -0.2914 1.9209 -0.5533
C 0.4451 -0.7096 0.6165
C -0.5947 -0.3677 -0.4636
O -0.3291 -0.8509 -1.6624
P -2.4579 -0.3927 0.1628
H 2.0360 -0.3113 -0.7119
H 2.4548 -1.6093 0.3052
H 2.4508 0.0107 1.0439
H -1.2940 2.5628 -0.7116
H 0.5040 1.9484 -1.2719
H 0.1141 1.9175 0.4812
H 0.2234 0.0957 1.4642
H 0.1554 -1.7044 1.0476
H -0.9929 -0.6096 -2.2968
H -2.1337 0.3388 1.3480
H -2.2276 -1.5594 0.9037

As for the total charge: 0. As for the lowest unoccupied orbital energy: 0.719 eV.

Atomic partial charges in e from the Löwdin method, atoms 1 to 6:
1 C -0.104
2 C -0.034
3 C -0.300
4 C -0.647
5 O -0.028
6 P 0.821

---

b) Molecular formula: C4H11OP
Method: DFT, ωB97M-V/def2-TZVPD

Geometry (Å):
C 0.9758 1.6804 0.4553
C -0.4800 0.0716 1.7960
C -0.2617 -0.6855 -2.2228
C -0.0405 0.5513 0.4247
O -0.2797 -2.4595 -0.2958
P 0.7512 -1.1990 -0.8065
H 1.8960 1.5348 1.1737
H 1.4276 1.8352 -0.5241
H 0.4084 2.4996 0.7369
H -1.1271 0.6654 2.3773
H 0.4441 -0.1873 2.4040
H -1.2273 -0.8053 1.8497
H -0.1916 -1.5241 -3.0176
H 0.2025 0.3073 -2.6953
H -1.3144 -0.8884 -2.1111
H -0.9168 0.8791 -0.1846
H -0.2667 -2.2755 0.6402

As for the total charge: 0. As for the lowest unoccupied orbital energy: 0.980 eV. The SMILES is CC(C)P(C)O.

Atomic partial charges in e from the Löwdin method, atoms 1 to 6:
1 C -0.158
2 C -0.170
3 C -0.386
4 C -0.451
5 O -0.376
6 P 0.887

---

Energetically preferred structure: b) | next structure: +2.266 eV

---

a) Molecular formula: C9H16N2O6
Method: DFT, ωB97M-V/def2-TZVPD

Geometry (Å):
C -2.2146 -0.0966 0.7230
C -1.1009 -1.0002 0.1056
C -3.2007 0.4151 -0.3896
C -3.9774 -0.7218 -1.0696
C 1.1754 -1.0208 -0.7211
C 1.9241 -1.5070 0.5589
C 2.0683 -0.1829 -1.5881
C 2.9453 0.8878 -0.9035
C 2.2121 1.9516 -0.1073
H -1.1575 0.6502 2.2270
H -2.3192 1.7158 1.5701
H -2.8554 -0.7163 1.3957
H -2.6473 0.9501 -1.1893
H -4.6694 0.7284 0.7498
H -3.2562 -1.4018 -1.5561
H -4.5802 -1.2528 -0.3023
H -4.6625 -0.3568 -1.8538
H -0.0898 0.5662 0.0143
H 0.8808 -1.9036 -1.3331
H 1.4519 0.3433 -2.3307
H 2.7639 -0.8257 -2.1615
H 3.5259 1.4154 -1.6849
H 3.7062 0.3947 -0.2821
H 0.6806 2.9912 -0.0133
H 3.1879 -2.7697 1.1146
N -1.5793 1.0464 1.3826
N -0.0569 -0.3536 -0.3561
O -1.2774 -2.2267 0.0008
O -4.1590 1.2957 0.1509
O 1.7534 -1.1578 1.6734
O 2.6667 2.5725 0.8230
O 0.9809 2.2544 -0.5624
O 2.8484 -2.4544 0.2642

As for the total charge: 0. As for the lowest unoccupied orbital energy: 0.580 eV. The SMILES is C[C@@H](O)[C@H](N)C(=O)N[C@@H](CCC(=O)O)C(=O)O.

Atomic partial charges in e from the Löwdin method, atoms 1 to 6:
1 C -0.248
2 C -0.450
3 C -0.408
4 C -0.043
5 C -0.199
6 C -0.476

---

b) Molecular formula: C9H16N2O6
Method: DFT, ωB97M-V/def2-TZVPD

Geometry (Å):
C -0.2698 0.5565 -1.0180
C -1.4083 0.1503 -0.0700
C -0.9613 1.3249 -2.2276
C -0.0157 1.4009 -3.3995
C -0.0322 0.2807 -4.3526
C 0.0390 -0.4374 1.9254
C -0.1312 -2.0001 1.7288
C 0.2876 0.1140 3.2880
C 1.7144 0.0468 3.8235
H 0.0723 -1.0685 -2.2506
H 0.8767 -1.2025 -0.6581
H 0.4698 1.3594 -0.5639
H -1.2186 2.3238 -1.9058
H -1.8826 0.8838 -2.4282
H 0.9543 1.3807 -2.9258
H -0.1721 2.2914 -4.0811
H 0.8641 -0.5893 -5.7444
H -1.8887 0.4222 1.9209
H 0.9832 -0.2010 1.3483
H -0.2696 -0.4259 4.0628
H -0.6595 1.6851 2.5297
H 1.9756 -1.0116 4.0923
H 1.8074 0.7174 4.6689
H 2.5699 0.3704 3.0662
H -0.3049 -3.6577 2.7211
N 0.5832 -0.5826 -1.5043
N -1.0702 0.3701 1.2734
O -2.4030 -0.4557 -0.4370
O -1.1171 -0.3266 -4.6311
O 1.0648 -0.0107 -4.9733
O -0.4055 -2.5591 0.6994
O -0.0138 1.5373 3.1694
O -0.0379 -2.6870 2.8529

As for the total charge: 0. As for the lowest unoccupied orbital energy: 0.390 eV. The SMILES is C[C@@H](O)[C@H](NC(=O)[C@@H](N)CCC(=O)O)C(=O)O.

Atomic partial charges in e from the Löwdin method, atoms 1 to 6:
1 C -0.277
2 C -0.419
3 C -0.134
4 C -0.124
5 C -0.555
6 C -0.151

---

c) Molecular formula: C9H16N2O6
Method: DFT, ωB97M-V/def2-TZVPD

Geometry (Å):
C -1.7354 -1.2279 -0.3881
C -0.4551 -0.5375 -0.6760
C -3.1031 -0.2715 -0.1548
C -2.9568 0.8740 0.7444
C 1.9639 -0.4048 -0.2290
C 2.8178 -1.6700 -0.3891
C 2.3024 0.4257 0.9330
C 1.4411 1.7785 1.0841
C 1.3919 2.6456 -0.1566
H -2.2527 -1.8705 1.4359
H -1.8359 -3.1978 0.6527
H -2.0813 -1.7635 -1.3271
H -4.0421 -0.8123 0.2908
H -2.6830 -0.2625 -1.9535
H -1.8919 1.2484 0.7480
H -3.0654 0.6726 1.7993
H -3.5040 1.7708 0.5777
H 0.4767 -1.8543 0.4535
H 1.6976 0.0156 -1.2336
H 3.4679 0.7504 0.8979
H 2.0970 -0.1376 2.0232
H 0.4778 1.3902 1.3052
H 1.8454 2.3091 1.9233
H 2.3902 3.2711 -1.4786
H 2.9408 -2.2370 -2.5239
N -1.6385 -2.2594 0.6792
N 0.5866 -0.9562 0.0433
O -0.4750 0.5206 -1.2953
O -3.3314 0.2535 -1.4721
O 2.9641 -2.3452 0.6008
O 0.3885 3.1574 -0.5799
O 2.5941 2.7403 -0.6852
O 3.2078 -2.0157 -1.6495

As for the total charge: 0. As for the lowest unoccupied orbital energy: 0.254 eV. The SMILES is C[C@@H](O)[C@H](N)C(=O)N[C@@H](CCC(=O)O)C(=O)O.

Atomic partial charges in e from the Löwdin method, atoms 1 to 6:
1 C -0.197
2 C -0.478
3 C -0.343
4 C -0.070
5 C -0.230
6 C -0.436

---

Energetically preferred structure: a) | next structure: +2.324 eV